[1]
{"formula": "C34H44F24KO18", "method": "ωB97M-V with the def2-TZVPD basis set", "total_charge": -1, "gap_ev": 5.31, "lumo_ev": 1.623, "elements": ["K", "O", "C", "C", "O", "H", "H", "H", "H", "C", "C", "O", "C", "O", "C", "F", "F", "F", "H", "H", "H", "H", "H", "C", "C", "O", "C", "O", "C", "F", "F", "F", "H", "H", "H", "H", "H", "C", "C", "O", "C", "O", "C", "F", "F", "F", "H", "H", "H", "H", "H", "C", "C", "O", "C", "O", "C", "F", "F", "F", "H", "H", "H", "H", "H", "C", "C", "O", "C", "O", "C", "F", "F", "F", "H", "H", "H", "H", "H", "C", "C", "O", "C", "O", "C", "F", "F", "F", "H", "H", "H", "H", "H", "C", "C", "O", "C", "O", "C", "F", "F", "F", "H", "H", "H", "H", "H", "C", "C", "O", "C", "O", "C", "F", "F", "F", "H", "H", "H", "H", "H"], "positions_angstrom": [[2.2359, -1.5979, -0.4895], [-0.4121, -0.6101, -1.4252], [-0.7930, -0.6880, -0.0923], [-0.1171, 0.2992, 0.9785], [1.2362, 0.6911, 0.9299], [-0.5340, -1.7076, 0.2592], [-1.9013, -0.6653, -0.0469], [-0.3333, -0.0282, 2.0172], [-0.6668, 1.2596, 0.8706], [-3.1282, -2.4503, -2.9960], [-2.3323, -3.3373, -2.0464], [-3.1292, -4.5232, -1.8109], [-2.8967, -5.5702, -2.6070], [-2.3877, -5.5504, -3.6746], [-3.4146, -6.8708, -1.9415], [-4.2536, -7.4924, -2.7812], [-2.3982, -7.6747, -1.6725], [-4.1119, -6.6278, -0.8354], [-2.6745, -1.4681, -3.1209], [-4.1015, -2.2961, -2.5211], [-3.3813, -2.9225, -3.9451], [-2.2147, -2.8268, -1.0929], [-1.3419, -3.5515, -2.4458], [1.5192, -1.3153, 4.4227], [2.6733, -1.2082, 3.4340], [3.6053, -2.2779, 3.6668], [4.5719, -2.5667, 2.8318], [4.8031, -2.0388, 1.7778], [5.5627, -3.5950, 3.4381], [6.7181, -2.9515, 3.6775], [5.1145, -4.0979, 4.5870], [5.7977, -4.5754, 2.5669], [0.9186, -2.1777, 4.1284], [0.9595, -0.3869, 4.3532], [1.8629, -1.5349, 5.4331], [3.1817, -0.2443, 3.5163], [2.3386, -1.1983, 2.4044], [-0.4334, -0.3222, -5.4830], [0.4567, -0.6141, -4.3059], [1.8316, -0.7936, -4.7610], [2.7218, 0.0557, -4.2991], [2.5385, 0.9314, -3.5136], [4.1494, -0.0748, -4.8768], [4.2655, -1.0236, -5.8201], [4.5638, 1.0885, -5.3711], [4.9587, -0.4244, -3.8457], [-0.3669, -1.0873, -6.2590], [-0.1294, 0.6140, -5.9603], [-1.4667, -0.1898, -5.1666], [0.1446, -1.5382, -3.8278], [0.4603, 0.2322, -3.6216], [-0.1522, 4.2090, 2.6627], [1.1602, 4.2047, 1.9186], [2.2660, 4.3764, 2.8168], [2.6146, 5.5696, 3.2484], [2.0781, 6.6032, 2.9716], [3.7773, 5.5501, 4.2513], [4.7815, 6.2768, 3.7719], [3.4206, 6.0987, 5.4095], [4.1629, 4.3036, 4.5237], [-0.1010, 3.4858, 3.4731], [-0.9552, 4.0013, 1.9580], [-0.2919, 5.2316, 3.0263], [1.2366, 4.9090, 1.0886], [1.2883, 3.2189, 1.4655], [5.1453, 1.3923, 0.4391], [4.5746, 2.4558, 1.3740], [5.2377, 3.7039, 1.1496], [4.6801, 4.5133, 0.2281], [3.6961, 4.2304, -0.3664], [5.3230, 5.9005, 0.2588], [6.5370, 5.9039, 0.8447], [5.5113, 6.3158, -1.0016], [4.5670, 6.7669, 0.9193], [6.2139, 1.2430, 0.5828], [4.8511, 1.6605, -0.5746], [4.6788, 0.4435, 0.7049], [4.7190, 2.1564, 2.4128], [3.4937, 2.5542, 1.2759], [-1.9795, -5.1922, 1.5647], [-0.6332, -4.5457, 1.7334], [0.3852, -5.5184, 1.4802], [1.6384, -5.0971, 1.5923], [1.9138, -3.9690, 1.8529], [2.6718, -6.2050, 1.3400], [3.4813, -6.2481, 2.4062], [2.1103, -7.3817, 1.1624], [3.4355, -5.8883, 0.3007], [-2.1703, -5.9749, 2.3006], [-2.0714, -5.6521, 0.5848], [-2.7460, -4.4260, 1.6789], [-0.4938, -4.1137, 2.7276], [-0.5111, -3.7080, 1.0400], [-3.7285, 2.6446, 0.8885], [-3.4336, 2.6798, -0.6038], [-3.5280, 4.0030, -1.1666], [-2.4160, 4.7032, -1.2701], [-1.3465, 4.3527, -0.8810], [-2.6619, 6.1035, -1.8738], [-1.6934, 6.3770, -2.7583], [-3.8238, 6.1561, -2.5430], [-2.6376, 7.0362, -0.9260], [-3.6439, 1.5948, 1.1757], [-4.7321, 2.9668, 1.1566], [-2.9613, 3.2189, 1.4057], [-4.2024, 2.0972, -1.1172], [-2.5052, 2.1991, -0.9138], [-4.7494, -1.1594, -0.0465], [-6.1625, -1.3158, -0.5995], [-6.7860, -0.0561, -0.8268], [-6.8094, 0.4759, -2.0256], [-6.6326, -0.0847, -3.0627], [-7.2121, 1.9689, -2.0000], [-6.4244, 2.6656, -2.8415], [-8.4859, 2.0829, -2.4081], [-7.0945, 2.5285, -0.7845], [-4.1964, -0.4639, -0.6776], [-4.2647, -2.1236, 0.0773], [-4.7966, -0.6682, 0.9290], [-6.8098, -1.9527, 0.0001], [-6.0768, -1.8650, -1.5412]], "lowdin_charge": [0.75, -0.38, -0.47, -0.43, -0.42, 0.03, 0.06, 0.07, 0.07, -0.04, -0.18, 0.01, -0.40, 0.19, -0.56, 0.16, 0.18, 0.16, 0.08, 0.05, 0.08, 0.09, 0.12, -0.04, -0.19, 0.03, -0.41, 0.14, -0.54, 0.16, 0.17, 0.17, 0.06, 0.08, 0.08, 0.13, 0.08, -0.06, -0.19, 0.04, -0.42, 0.18, -0.52, 0.15, 0.18, 0.14, 0.08, 0.08, 0.08, 0.11, 0.11, -0.04, -0.19, 0.03, -0.41, 0.16, -0.56, 0.17, 0.17, 0.17, 0.09, 0.05, 0.08, 0.13, 0.10, -0.03, -0.20, 0.02, -0.39, 0.19, -0.54, 0.15, 0.16, 0.18, 0.08, 0.08, 0.06, 0.12, 0.10, -0.04, -0.20, 0.05, -0.38, 0.16, -0.56, 0.17, 0.20, 0.18, 0.08, 0.06, 0.09, 0.13, 0.10, -0.03, -0.18, 0.04, -0.40, 0.18, -0.54, 0.16, 0.15, 0.18, 0.07, 0.08, 0.06, 0.10, 0.13, -0.05, -0.20, 0.04, -0.41, 0.18, -0.52, 0.16, 0.16, 0.16, 0.07, 0.07, 0.08, 0.13, 0.11]}

***

[2]
{"formula": "C9H9N3O2", "method": "ωB97M-V with the def2-TZVPD basis set", "e_above_lowest_kj_mol": 474.4, "total_charge": 0, "gap_ev": [6.97, 8.20], "lumo_ev": [-0.948, 0.528], "elements": ["C", "C", "C", "C", "C", "C", "C", "C", "C", "N", "N", "N", "O", "O", "H", "H", "H", "H", "H", "H", "H", "H", "H"], "positions_angstrom": [[1.8138, -0.2917, -1.1093], [1.4340, -1.2371, -0.2021], [1.0163, 0.7485, -1.3952], [0.3587, -1.0400, 0.6229], [-0.1320, 0.9666, -0.6288], [-0.5003, 0.0611, 0.3956], [-1.2115, 1.9848, -0.6807], [4.8293, -1.0459, 0.9169], [-3.2233, -1.4009, 0.8129], [-1.3655, 3.0499, -1.3939], [-2.0193, 1.5385, 0.3747], [-1.6441, 0.4675, 1.0170], [4.5277, -1.8494, 0.1658], [5.1251, -0.2696, 1.6994], [2.6854, -0.3728, -1.7004], [2.1074, -2.1236, -0.0963], [1.1899, 1.5163, -2.0802], [-0.0095, -1.9121, 1.3006], [-4.0769, -0.8776, 0.6571], [-2.7746, -1.9139, 0.0227], [-3.1225, -1.6740, 1.8411], [-2.2717, 3.6042, -1.2915], [-2.7365, 2.0712, 0.7519]], "lowdin_charge": [-0.11, -0.11, -0.02, -0.01, -0.08, -0.24, -0.34, -0.44, 0.10, 0.12, 0.03, 0.06, 0.21, 0.23, 0.10, 0.11, 0.10, 0.14, -0.04, -0.01, 0.00, 0.07, 0.13]}

***

[3]
{"formula": "C5H4N2", "method": "ωB97M-V with the def2-TZVPD basis set", "e_above_lowest_kj_mol": 560.8, "total_charge": 0, "gap_ev": [8.32, 6.77], "lumo_ev": [0.257, -1.253], "elements": ["C", "C", "C", "C", "C", "N", "N", "H", "H", "H", "H"], "positions_angstrom": [[-1.3018, -0.5798, -0.1073], [1.0466, -2.2100, -0.0909], [0.5962, 1.2304, -0.0368], [-0.0756, -0.0708, 0.0219], [2.2056, -0.1756, 0.0550], [1.8638, 1.0617, -0.1149], [1.0543, -0.9779, 0.1790], [-2.3068, -0.0027, -0.2297], [0.1776, 2.2351, 0.2940], [-1.4724, -1.6142, -0.1237], [3.0716, -0.6395, -0.4539]], "lowdin_charge": [0.07, 0.15, -0.09, -0.27, -0.14, 0.06, -0.20, 0.11, 0.14, 0.03, 0.14]}

***

[4]
{"formula": "C27H26AsN3O7PPtS", "method": "ωB97M-V with the def2-TZVPD basis set", "e_above_lowest_kj_mol": 0.0, "total_charge": 1, "gap_ev": [7.71, 6.45], "lumo_ev": [-3.246, -5.178], "spin_multiplicity": 5, "elements": ["Pt", "C", "C", "N", "C", "C", "C", "C", "C", "C", "C", "N", "C", "C", "C", "C", "C", "C", "C", "C", "N", "C", "H", "H", "H", "H", "H", "H", "H", "H", "H", "H", "H", "H", "O", "As", "O", "O", "C", "C", "C", "C", "C", "C", "S", "O", "O", "O", "H", "H", "H", "H", "H", "C", "P", "C", "C", "O", "H", "H", "H", "H", "H", "H", "H", "H", "H"], "positions_angstrom": [[-0.5324, 0.5255, 0.1290], [-3.9476, 3.2753, -0.6680], [-2.7024, 2.6317, -0.7899], [-2.5279, 1.3781, -0.4603], [-3.5623, 0.6749, 0.0618], [-4.8234, 1.2437, 0.2633], [-4.9977, 2.5889, -0.1324], [-5.8349, 0.4517, 0.8644], [-5.5713, -0.8347, 1.2473], [-4.3096, -1.4178, 1.0183], [-3.3132, -0.6898, 0.4013], [-2.0333, -1.0942, 0.1032], [-1.6247, -2.3430, -0.1741], [-2.4531, -3.4466, -0.4075], [-1.9064, -4.7094, -0.6516], [-0.5468, -4.8920, -0.6800], [0.3355, -3.7901, -0.5196], [1.7399, -3.9149, -0.5809], [2.5153, -2.7999, -0.4528], [1.8923, -1.5506, -0.2898], [0.5862, -1.4103, -0.2288], [-0.1980, -2.5128, -0.3098], [-4.0407, 4.3074, -0.9705], [-1.8278, 3.1551, -1.1505], [-5.9611, 3.0635, 0.0021], [-6.8096, 0.8862, 1.0364], [-6.3360, -1.4184, 1.7374], [-4.1123, -2.4173, 1.3756], [-3.5235, -3.3169, -0.4306], [-2.5670, -5.5467, -0.8238], [-0.1276, -5.8740, -0.8541], [2.1833, -4.8915, -0.7257], [3.5930, -2.8496, -0.4753], [2.4807, -0.6580, -0.1925], [-0.7195, 1.8679, 4.2309], [-0.0159, 1.7841, 2.6379], [-1.0747, 2.3594, 1.4472], [0.0359, 0.1536, 2.2258], [1.4076, 3.0562, 2.8013], [1.1630, 4.1091, 3.6649], [2.0699, 5.1665, 3.7248], [3.2040, 5.1589, 2.9354], [3.4502, 4.0928, 2.0711], [2.5524, 3.0491, 2.0123], [2.8121, 1.7036, 0.8896], [3.0208, 0.5125, 1.6741], [3.8513, 2.0834, -0.0286], [1.4840, 1.6527, 0.1932], [-0.5934, 1.0380, 4.7023], [0.2835, 4.1145, 4.2954], [1.8831, 5.9926, 4.3973], [3.9035, 5.9812, 2.9891], [4.3304, 4.0681, 1.4464], [0.9124, 3.4215, -2.5354], [0.6937, 1.6983, -2.9562], [2.3108, 0.9422, -3.0427], [0.0408, 1.6699, -4.6230], [-0.2886, 0.9676, -2.0546], [1.6922, 3.8584, -3.1586], [1.1946, 3.5070, -1.4900], [-0.0209, 3.9584, -2.7161], [2.8238, 1.2794, -3.9433], [2.1843, -0.1396, -3.0991], [2.9117, 1.2047, -2.1759], [0.7254, 2.1568, -5.3152], [-0.9184, 2.1837, -4.6457], [-0.1100, 0.6375, -4.9341]], "lowdin_spin": [1.95, -0.01, 0.03, 0.14, 0.04, 0.00, 0.01, 0.10, 0.00, 0.10, 0.01, 0.46, 0.02, 0.16, 0.00, 0.17, 0.01, 0.02, -0.01, 0.03, 0.10, 0.05, 0.00, 0.00, 0.00, 0.00, 0.00, 0.00, 0.01, 0.00, 0.01, 0.00, 0.00, 0.00, 0.01, 0.01, 0.21, 0.19, 0.00, 0.00, 0.00, 0.00, 0.00, 0.00, 0.01, 0.00, 0.01, 0.07, 0.00, 0.00, 0.00, 0.00, 0.00, 0.00, 0.01, 0.00, 0.01, 0.08, 0.00, 0.00, 0.00, 0.00, 0.00, 0.00, 0.00, 0.00, 0.00]}

***

[5]
{"formula": "C24H24ClN3O4PRe", "method": "ωB97M-V with the def2-TZVPD basis set", "e_above_lowest_kj_mol": 0.0, "total_charge": 1, "gap_ev": [7.09, 7.14], "lumo_ev": [-4.516, -4.435], "spin_multiplicity": 2, "elements": ["Re", "N", "C", "C", "O", "N", "C", "C", "O", "O", "H", "H", "H", "H", "H", "H", "O", "N", "C", "C", "C", "C", "C", "C", "C", "P", "C", "C", "C", "C", "C", "C", "C", "C", "C", "C", "C", "C", "H", "H", "H", "H", "H", "H", "H", "H", "H", "H", "H", "H", "H", "H", "H", "H", "Cl", "C", "H", "H"], "positions_angstrom": [[0.2413, -0.3546, 1.8057], [0.4697, -0.8747, 3.9226], [0.5359, 0.3916, 4.6808], [1.4007, 1.3350, 3.8714], [2.1329, 2.1529, 4.3524], [1.2469, 1.1358, 2.4811], [2.3257, 1.6470, 1.6440], [2.8707, 0.4586, 0.8564], [3.9018, 0.4610, 0.2497], [2.0442, -0.6028, 0.8866], [-0.2715, -1.4873, 4.2480], [1.3354, -1.3961, 4.0446], [0.9471, 0.2780, 5.6815], [-0.4703, 0.8086, 4.7536], [3.1044, 2.1304, 2.2296], [1.9345, 2.3696, 0.9236], [-0.1376, -3.2043, 2.4486], [0.1234, -2.4108, 1.3311], [0.5399, -3.0227, 0.2857], [0.7655, -2.5114, -1.0624], [1.2630, -3.4795, -1.9403], [1.4347, -3.2102, -3.2877], [1.0676, -1.9714, -3.7787], [0.5612, -1.0038, -2.9197], [0.4344, -1.2362, -1.5593], [-0.3039, 0.0736, -0.5275], [0.4182, 1.6280, -1.0980], [1.6991, 1.6661, -1.6474], [2.2960, 2.8865, -1.9298], [1.6220, 4.0686, -1.6652], [0.3503, 4.0364, -1.1064], [-0.2492, 2.8228, -0.8128], [-2.0259, -0.0019, -1.0910], [-2.5642, 0.9176, -1.9864], [-3.8565, 0.7505, -2.4629], [-4.6099, -0.3448, -2.0698], [-4.0648, -1.2876, -1.2095], [-2.7789, -1.1183, -0.7262], [-0.0076, -4.1348, 2.2060], [0.7107, -4.0954, 0.3845], [1.5141, -4.4603, -1.5567], [1.8323, -3.9691, -3.9463], [1.1712, -1.7488, -4.8320], [0.2720, -0.0418, -3.3236], [2.2519, 0.7554, -1.8310], [3.2955, 2.9057, -2.3418], [2.0902, 5.0187, -1.8851], [-0.1748, 4.9567, -0.8891], [-1.2269, 2.8035, -0.3501], [-1.9865, 1.7700, -2.3163], [-4.2720, 1.4784, -3.1464], [-5.6168, -0.4718, -2.4441], [-4.6416, -2.1555, -0.9191], [-2.3568, -1.8771, -0.0778], [-2.2839, 1.6490, 1.9327], [-1.8003, -0.0413, 2.3146], [-2.5244, -0.6815, 1.8173], [-1.9798, -0.1602, 3.3885]], "lowdin_spin": [0.85, 0.01, 0.00, 0.00, -0.01, -0.03, 0.00, 0.00, 0.01, 0.08, 0.00, 0.00, 0.00, 0.00, 0.00, 0.00, 0.00, -0.01, 0.03, 0.00, 0.01, 0.00, 0.01, 0.00, 0.01, 0.00, 0.00, 0.00, 0.00, 0.00, 0.00, 0.00, 0.00, 0.00, 0.00, 0.00, 0.00, 0.00, 0.00, 0.00, 0.00, 0.00, 0.00, 0.00, 0.00, 0.00, 0.00, 0.00, 0.00, 0.00, 0.00, 0.00, 0.00, 0.00, 0.02, 0.02, 0.00, 0.01]}

***

[6]
{"formula": "C3H2N2O", "method": "ωB97M-V with the def2-TZVPD basis set", "e_above_lowest_kj_mol": 195.3, "total_charge": 0, "gap_ev": 10.34, "smiles": "N#CN1CC1=O", "lumo_ev": 0.208, "elements": ["C", "C", "C", "N", "N", "O", "H", "H"], "positions_angstrom": [[0.9556, -0.7270, 1.1539], [-1.0653, -0.1726, -0.4157], [0.0957, 0.5784, -0.6863], [1.4883, -0.9065, 2.1298], [0.4096, -0.6545, -0.0385], [-2.2088, -0.4471, -0.3247], [0.2666, 0.7595, -1.6708], [0.0583, 1.5697, -0.1476]], "lowdin_charge": [-0.35, -0.23, -0.08, 0.15, 0.05, 0.20, 0.09, 0.17]}

***

[7]
{"formula": "C6H7NO", "method": "ωB97M-V with the def2-TZVPD basis set", "e_above_lowest_kj_mol": 459.4, "total_charge": 0, "gap_ev": 9.75, "smiles": "[O-][N+]#C[C@H]1[C@H]2CC[C@@H]12", "lumo_ev": 0.806, "elements": ["C", "C", "C", "C", "C", "C", "N", "O", "H", "H", "H", "H", "H", "H", "H"], "positions_angstrom": [[1.0956, -0.5293, -0.1618], [0.1537, -1.3225, -0.8497], [-0.6383, 1.1458, -0.3740], [-0.8824, 0.3802, 0.9913], [0.8387, 0.9593, -0.1531], [0.5990, 0.1230, 1.0575], [-0.3998, -2.2007, -1.3796], [-1.0153, -2.8516, -2.1911], [2.1620, -0.9067, -0.0610], [-1.0368, 0.7696, -1.3432], [-1.0630, 2.0654, -0.2635], [-1.0805, 1.0695, 1.8282], [-1.6611, -0.4207, 1.2221], [1.7157, 1.5442, -0.3150], [1.2125, 0.1747, 1.9927]], "lowdin_charge": [-0.20, 0.02, -0.10, -0.12, -0.16, -0.23, -0.09, -0.02, 0.18, 0.13, 0.07, 0.11, 0.13, 0.13, 0.16]}

***

[8]
{"formula": "C3H7NO3", "method": "ωB97M-V with the def2-TZVPD basis set", "e_above_lowest_kj_mol": 84.5, "total_charge": 0, "gap_ev": 11.18, "smiles": "CC(=O)NC=O.O", "lumo_ev": 0.659, "elements": ["O", "C", "N", "C", "O", "C", "H", "H", "H", "H", "H", "H", "H", "O"], "positions_angstrom": [[-1.4726, -1.4941, 0.2151], [-0.9839, -0.5663, -0.3695], [0.2598, -0.0723, 0.0951], [1.1518, 0.7517, -0.5371], [2.2376, 1.0254, -0.1025], [-1.6213, 0.1181, -1.5480], [0.4948, -0.6271, 0.9190], [0.7122, 1.2513, -1.4088], [-2.6868, -0.0644, -1.4472], [-1.2406, -0.3499, -2.4461], [-1.4702, 1.1918, -1.4637], [1.6148, 0.3753, 2.4418], [1.7458, -1.1642, 2.7001], [1.2587, -0.3752, 2.9517]], "lowdin_charge": [0.10, -0.49, 0.12, -0.33, 0.05, 0.00, 0.12, 0.13, 0.09, 0.09, 0.08, 0.04, 0.04, -0.06]}